# 1
{
  "formula": "C4H6N2O",
  "method": "wB97M-V/def2-TZVPD",
  "species": ["C", "C", "N", "C", "C", "O", "N", "H", "H", "H", "H", "H", "H"],
  "positions_angstrom": [[-1.78, 0.87, -1.04], [-1.00, 0.76, 0.23], [0.13, 1.27, 0.37], [1.22, 0.56, 0.52], [0.96, -0.84, 0.55], [1.93, -1.73, 0.86], [-0.27, -1.20, 0.32], [-2.74, 1.37, -0.92], [-1.95, -0.16, -1.34], [-1.19, 1.37, -1.82], [2.18, 1.02, 0.71], [2.72, -1.24, 1.12], [-0.45, -2.16, 0.63]],
  "lowdin_charge": [-0.083, -0.115, 0.041, -0.114, -0.471, 0.076, 0.145, 0.068, 0.068, 0.078, 0.099, 0.108, 0.099],
  "energy_ev": -9270.3892,
  "de_lowest_kcal_mol": 71.78,
  "e_homo_ev": -7.962
}

# 2
{
  "formula": "C3H9N2O",
  "method": "wB97M-V/def2-TZVPD",
  "species": ["N", "C", "C", "C", "N", "O", "H", "H", "H", "H", "H", "H", "H", "H", "H"],
  "positions_angstrom": [[-1.67, -0.77, 0.30], [-0.18, -0.65, 0.28], [0.43, -1.50, -0.93], [0.41, 0.68, 0.04], [1.59, 1.09, 0.54], [-0.44, 1.55, -0.32], [-1.89, -1.06, 1.25], [-2.15, -1.32, -0.52], [-2.07, 0.24, 0.34], [0.27, -0.98, 1.23], [1.49, -1.44, -0.84], [0.00, -1.12, -1.88], [0.34, -2.67, -0.75], [1.96, 2.01, 0.44], [2.21, 0.60, 1.10]],
  "lowdin_charge": [0.152, -0.347, -0.080, -0.641, 0.129, -0.125, 0.128, 0.167, 0.177, 0.096, 0.043, 0.084, 0.081, 0.087, 0.049],
  "energy_ev": -8280.1691,
  "de_lowest_kcal_mol": 68.48,
  "spin_multiplicity": 2,
  "e_homo_ev": [-2.925, -8.491]
}

# 3
{
  "formula": "C4H4N2O2S",
  "method": "wB97M-V/def2-TZVPD",
  "species": ["C", "C", "C", "C", "H", "H", "H", "H", "N", "N", "O", "O", "S"],
  "positions_angstrom": [[0.49, 0.62, -0.36], [0.48, 1.96, -0.36], [-0.69, 0.09, 0.16], [-1.04, -1.39, 0.39], [2.11, 0.30, -1.16], [1.56, -1.20, -0.93], [1.33, 2.85, -0.69], [-0.96, -2.66, 1.59], [1.58, -0.17, -0.70], [-1.58, 0.94, 0.57], [-0.84, -1.74, 1.65], [-1.40, -2.08, -0.43], [-1.04, 2.49, 0.27]],
  "lowdin_charge": [-0.412, -0.358, -0.290, -0.549, -0.046, 0.152, 0.163, 0.101, 0.153, -0.229, 0.168, 0.200, 0.948],
  "energy_ev": -22121.3719,
  "de_lowest_kcal_mol": 52.41,
  "e_homo_ev": -8.517
}

# 4
{
  "formula": "C4H4CrO2",
  "method": "wB97M-V/def2-TZVPD",
  "species": ["H", "O", "C", "C", "C", "C", "H", "H", "H", "O", "Cr"],
  "positions_angstrom": [[-1.72, -0.22, 0.05], [0.49, 0.36, -3.19], [0.53, 0.45, -2.08], [0.62, 0.56, -0.66], [-0.39, -0.21, 0.16], [-1.05, 0.33, 1.32], [1.17, 1.43, -0.29], [-0.50, 1.11, 1.84], [-1.53, -0.40, 1.98], [0.79, -0.88, 0.17], [1.58, -2.53, 0.69]],
  "lowdin_charge": [0.356, 0.607, 0.225, 0.233, -0.220, 0.447, 0.243, 0.212, 0.180, -0.054, 1.770],
  "energy_ev": -36661.7243,
  "de_lowest_kcal_mol": 42.25,
  "spin_multiplicity": 5,
  "e_homo_ev": [-31.428, -31.567],
  "total_charge": 4
}

# 5
{
  "formula": "C29H73BN10O12Si2",
  "method": "wB97M-V/def2-TZVPD",
  "species": ["N", "C", "Si", "C", "C", "C", "N", "O", "C", "B", "O", "O", "O", "Si", "H", "H", "H", "H", "H", "H", "H", "H", "H", "H", "H", "H", "H", "H", "H", "H", "H", "C", "O", "N", "C", "C", "H", "H", "H", "H", "H", "H", "H", "C", "O", "N", "C", "C", "H", "H", "H", "H", "H", "H", "H", "C", "O", "N", "C", "C", "H", "H", "H", "H", "H", "H", "H", "C", "O", "N", "C", "C", "H", "H", "H", "H", "H", "H", "H", "C", "O", "N", "C", "C", "H", "H", "H", "H", "H", "H", "H", "C", "O", "N", "C", "C", "H", "H", "H", "H", "H", "H", "H", "C", "O", "N", "C", "C", "H", "H", "H", "H", "H", "H", "H", "C", "O", "N", "C", "C", "H", "H", "H", "H", "H", "H", "H"],
  "positions_angstrom": [[4.20, -0.25, -3.83], [4.35, 1.21, -4.07], [2.80, 1.91, -4.87], [1.48, 2.21, -3.55], [1.81, 1.59, -2.16], [0.54, 1.41, -1.37], [0.28, 2.39, -0.38], [-0.26, 0.53, -1.62], [3.15, 3.53, -5.78], [4.63, 4.03, -5.61], [4.98, 4.95, -4.65], [5.65, 3.61, -6.44], [2.32, 0.75, -5.97], [0.95, 0.94, -6.89], [3.25, -0.56, -4.07], [4.33, -0.45, -2.85], [5.22, 1.35, -4.71], [4.50, 1.74, -3.12], [0.51, 1.85, -3.88], [1.37, 3.29, -3.42], [2.27, 0.61, -2.28], [2.46, 2.27, -1.61], [-0.68, 2.28, -0.08], [0.86, 2.25, 0.45], [2.45, 4.29, -5.41], [2.96, 3.42, -6.85], [4.22, 5.18, -4.10], [6.12, 2.85, -6.08], [1.34, 1.17, -8.30], [0.13, 2.08, -6.41], [0.15, -0.30, -6.81], [1.75, -2.62, -3.07], [1.69, -1.86, -4.02], [1.05, -3.75, -2.96], [1.18, -4.65, -1.82], [0.12, -4.09, -4.02], [2.42, -2.44, -2.21], [1.53, -5.61, -2.17], [0.22, -4.76, -1.31], [1.90, -4.25, -1.11], [0.66, -4.18, -4.97], [-0.63, -3.31, -4.14], [-0.36, -5.04, -3.79], [-2.62, 5.35, 0.36], [-3.44, 5.87, 1.09], [-2.35, 5.76, -0.90], [-1.35, 5.10, -1.71], [-3.09, 6.89, -1.43], [-2.00, 4.49, 0.67], [-0.57, 5.81, -1.99], [-1.80, 4.69, -2.61], [-0.89, 4.30, -1.14], [-2.93, 7.77, -0.82], [-4.16, 6.67, -1.44], [-2.76, 7.08, -2.45], [2.86, -6.31, 0.71], [1.72, -5.89, 0.80], [3.69, -6.48, 1.76], [5.03, -6.99, 1.60], [3.21, -6.13, 3.09], [3.30, -6.60, -0.25], [5.16, -7.91, 2.16], [5.76, -6.25, 1.95], [5.22, -7.19, 0.55], [2.33, -6.73, 3.34], [2.92, -5.08, 3.13], [3.99, -6.33, 3.81], [-5.99, 2.24, 4.27], [-6.47, 1.66, 5.23], [-5.30, 3.39, 4.34], [-4.75, 4.04, 3.17], [-5.11, 4.00, 5.65], [-6.09, 1.85, 3.24], [-3.67, 4.13, 3.25], [-5.17, 5.04, 3.05], [-4.98, 3.46, 2.28], [-4.58, 3.31, 6.30], [-6.08, 4.22, 6.10], [-4.55, 4.92, 5.54], [3.95, -7.09, -3.97], [3.04, -6.76, -3.23], [4.27, -6.44, -5.10], [5.36, -6.87, -5.95], [3.49, -5.27, -5.48], [4.59, -7.96, -3.77], [6.11, -6.08, -6.04], [4.99, -7.12, -6.95], [5.84, -7.75, -5.53], [3.54, -4.51, -4.71], [2.44, -5.55, -5.61], [3.88, -4.87, -6.41], [-0.33, -10.85, 1.57], [0.56, -11.04, 2.38], [-0.48, -9.72, 0.86], [-1.55, -9.54, -0.09], [0.47, -8.63, 1.07], [-1.10, -11.61, 1.35], [-1.15, -9.36, -1.09], [-2.18, -8.69, 0.19], [-2.17, -10.44, -0.12], [1.48, -8.98, 0.83], [0.45, -8.31, 2.11], [0.22, -7.79, 0.43], [-6.39, 5.09, 9.44], [-6.52, 5.82, 8.47], [-7.08, 3.95, 9.63], [-6.89, 3.13, 10.81], [-8.03, 3.52, 8.62], [-5.69, 5.32, 10.25], [-6.54, 2.13, 10.53], [-7.82, 3.04, 11.37], [-6.14, 3.59, 11.46], [-7.53, 3.37, 7.66], [-8.80, 4.28, 8.49], [-8.49, 2.59, 8.94], [0.41, 6.73, 3.42], [0.24, 5.67, 2.86], [-0.26, 7.86, 3.15], [-0.01, 9.10, 3.84], [-1.27, 7.81, 2.10], [1.16, 6.85, 4.23], [-0.92, 9.45, 4.35], [0.31, 9.88, 3.14], [0.77, 8.96, 4.59], [-2.04, 7.08, 2.36], [-0.81, 7.50, 1.16], [-1.73, 8.79, 1.98]],
  "lowdin_charge": [-0.030, -0.289, 0.467, -0.196, -0.169, -0.521, 0.117, 0.085, -0.104, -0.730, 0.165, 0.132, -0.395, 0.541, -0.002, 0.053, 0.062, 0.081, 0.074, 0.077, 0.091, 0.112, 0.087, 0.104, 0.070, 0.076, 0.095, 0.090, -0.064, -0.049, -0.058, -0.346, -0.020, -0.169, -0.059, -0.035, 0.137, 0.057, 0.093, 0.072, 0.075, 0.094, 0.090, -0.349, -0.011, -0.187, -0.053, -0.036, 0.136, 0.091, 0.093, 0.045, 0.086, 0.093, 0.086, -0.348, -0.009, -0.189, -0.055, -0.033, 0.134, 0.091, 0.089, 0.083, 0.087, 0.093, 0.087, -0.362, -0.005, -0.193, -0.067, -0.039, 0.130, 0.085, 0.087, 0.082, 0.095, 0.072, 0.090, -0.338, -0.006, -0.191, -0.056, -0.026, 0.134, 0.091, 0.090, 0.082, 0.092, 0.085, 0.091, -0.362, 0.007, -0.196, -0.060, -0.047, 0.130, 0.089, 0.090, 0.080, 0.094, 0.093, 0.074, -0.358, 0.006, -0.196, -0.063, -0.029, 0.130, 0.090, 0.088, 0.080, 0.074, 0.094, 0.088, -0.357, -0.001, -0.194, -0.060, -0.039, 0.131, 0.090, 0.088, 0.081, 0.071, 0.090, 0.092],
  "energy_ev": -87165.5721,
  "e_homo_ev": -8.774
}